Record 1
The following is a quantum chemistry calculation of an isolated molecule of C5H11NO at a distorted geometry, from the Open Molecules 2025 dataset.

net charge	0
E_LUMO	1.0	eV
orbital gap	9.4	eV
highest occupied orbital energy	-8.4	eV
molecular weight	101.15	g/mol
SMILES string	C=CN(C)CCO

Geometry as XYZ:
```
18
Properties=species:S:1:pos:R:3:forces:R:3:lowdin_charge:R:1
C -2.528 1.015 -0.094 0.202 -0.231 0.211 -0.006
C -1.224 1.038 -0.337 1.721 -2.168 0.878 -0.127
N -0.185 -0.005 0.106 -3.405 3.222 -0.288 -0.233
C -0.677 -1.093 0.920 -0.223 0.222 -0.149 -0.095
C 0.748 -0.325 -0.896 3.570 -0.403 0.935 -0.179
C 2.245 -0.291 -0.143 -1.957 -0.551 -1.625 -0.229
O 2.544 1.007 0.268 0.003 0.397 0.129 -0.075
H -3.018 0.203 0.419 0.031 -0.143 0.111 0.041
H -3.164 1.836 -0.387 0.096 0.112 -0.120 0.046
H -0.778 1.864 -0.878 0.198 -0.152 0.034 0.099
H -1.189 -0.682 1.790 0.006 -0.068 0.015 0.088
H 0.158 -1.700 1.265 0.022 0.018 -0.022 0.079
H -1.379 -1.738 0.377 -0.021 -0.096 -0.027 0.089
H 0.816 0.437 -1.673 -0.193 -0.046 0.062 0.110
H 0.586 -1.311 -1.346 -0.025 0.000 -0.107 0.111
H 2.254 -0.996 0.697 -0.082 -0.005 -0.108 0.096
H 2.993 -0.592 -0.877 0.092 0.008 0.095 0.104
H 1.798 1.331 0.788 -0.034 -0.115 -0.024 0.082
```
Positions in Å, forces in eV/Å.



Record 2
The following is a quantum chemistry calculation of a structure of composition H26HeO13 at a distorted geometry, from the Open Molecules 2025 dataset.

net charge	0
E_LUMO	0.0	eV
orbital gap	10.4	eV
highest occupied orbital energy	-10.4	eV
molecular weight	238.20	g/mol

Geometry as XYZ:
```
40
Properties=species:S:1:pos:R:3:forces:R:3:lowdin_charge:R:1
He -0.215 0.294 0.132 -0.037 -0.013 0.005 0.183
O 2.789 -3.217 0.469 -0.150 -1.081 0.044 -0.062
H 1.887 -2.977 0.256 -0.087 0.341 0.168 -0.014
H 3.289 -2.412 0.338 0.127 0.463 0.196 -0.029
O -2.345 -1.987 0.943 -0.077 -0.800 -0.808 -0.077
H -1.720 -1.507 1.487 0.366 0.333 0.516 -0.039
H -2.942 -1.316 0.613 -0.243 0.327 0.092 -0.016
O 1.792 -1.383 -3.362 0.349 -0.249 -0.667 -0.067
H 1.111 -1.800 -2.836 -0.116 -0.289 0.450 -0.028
H 1.531 -0.463 -3.408 0.149 0.290 0.152 -0.021
O 2.265 1.482 0.090 -0.011 0.088 0.502 -0.068
H 3.214 1.610 0.069 0.320 0.177 0.270 0.055
H 1.996 1.525 -0.827 -0.593 0.034 -0.794 0.004
O -0.717 -0.694 2.789 -0.121 -0.309 -0.023 -0.050
H -0.829 -0.877 3.722 -0.125 -0.132 0.163 0.058
H -0.065 0.005 2.758 0.341 0.461 -0.017 -0.005
O -3.826 0.491 1.080 0.077 -0.120 -0.272 -0.034
H -4.476 0.437 1.781 -0.086 -0.064 0.276 0.055
H -3.950 1.362 0.704 -0.092 0.181 -0.024 0.028
O -2.646 2.145 -1.714 -0.122 0.306 -0.092 -0.047
H -2.804 2.330 -0.789 0.107 0.214 0.167 0.015
H -2.275 1.263 -1.723 0.122 -0.466 -0.126 -0.018
O 0.776 1.782 2.601 -0.385 -0.098 0.421 -0.048
H 1.011 1.685 1.678 0.383 -0.011 -0.725 0.002
H 1.533 2.215 2.997 0.197 0.051 0.149 0.070
O -1.270 -0.287 -2.650 -0.167 0.143 0.160 -0.037
H -1.618 -1.174 -2.561 -0.088 -0.306 0.201 0.072
H -1.189 -0.154 -3.595 -0.047 0.045 -0.414 0.079
O -1.831 2.930 3.050 -0.598 0.195 -0.036 -0.063
H -0.983 2.516 2.895 0.528 -0.272 -0.132 -0.027
H -1.708 3.436 3.854 -0.037 0.138 0.150 0.026
O 3.847 -0.706 0.387 0.644 -0.109 0.162 -0.037
H 3.086 -0.295 -0.022 -0.582 0.210 -0.033 0.016
H 4.452 -0.866 -0.337 0.321 -0.044 -0.264 0.064
O 0.468 -2.666 -1.210 -0.098 0.206 -0.155 -0.043
H 0.806 -3.552 -1.078 0.181 -0.427 -0.222 0.058
H -0.461 -2.728 -0.988 -0.466 0.048 0.449 0.040
O 1.030 1.106 -2.396 0.721 0.595 -0.099 -0.055
H 0.215 0.646 -2.195 -0.572 -0.451 0.297 -0.015
H 0.770 1.801 -3.001 -0.032 0.397 -0.088 0.077
```
Positions in Å, forces in eV/Å.



Record 3
The following is a quantum chemistry calculation of a cluster of 2 separate species, C2H12N4 in total at a distorted geometry, from the Open Molecules 2025 dataset.

net charge	0
E_LUMO	0.9	eV
orbital gap	9.8	eV
highest occupied orbital energy	-8.9	eV
molecular weight	92.15	g/mol
SMILES string	NCN.NCN

Geometry as XYZ:
```
18
Properties=species:S:1:pos:R:3:forces:R:3:lowdin_charge:R:1
N -2.211 -1.222 -0.828 0.329 -0.118 0.573 -0.013
C -1.484 -1.614 0.418 -0.192 1.452 0.596 -0.326
N -1.274 -0.589 1.452 -2.749 0.836 2.588 -0.060
H -1.592 -1.235 -1.630 0.057 -0.135 0.111 0.042
H -2.542 -0.268 -0.765 -0.190 -0.028 0.255 0.049
H -2.018 -2.361 1.041 0.112 0.118 -1.087 0.107
H -0.529 -1.997 0.112 0.480 -0.414 0.038 0.089
H -2.110 -0.359 2.003 -0.598 -1.685 -0.571 0.063
H -0.900 0.298 1.774 2.023 -0.498 -2.026 0.045
N 1.966 1.563 -1.345 -0.044 0.825 1.099 -0.023
C 2.082 0.750 -0.096 -0.772 -0.150 -2.329 -0.342
N 0.878 0.899 0.674 0.427 0.943 0.474 -0.018
H 1.123 1.324 -1.847 0.251 -0.094 -0.183 0.047
H 2.766 1.697 -1.937 0.159 -0.331 -0.039 0.045
H 2.162 -0.269 -0.475 -0.011 -0.495 0.816 0.095
H 2.977 0.970 0.467 0.103 0.435 0.083 0.100
H 0.062 0.519 0.227 0.160 -0.439 -0.441 0.017
H 0.642 1.894 0.756 0.454 -0.222 0.043 0.083
```
Positions in Å, forces in eV/Å.



Copy entry 1 word for word.
The following is a quantum chemistry calculation of an isolated molecule of C5H11NO at a distorted geometry, from the Open Molecules 2025 dataset.

net charge	0
E_LUMO	1.0	eV
orbital gap	9.4	eV
highest occupied orbital energy	-8.4	eV
molecular weight	101.15	g/mol
SMILES string	C=CN(C)CCO

Geometry as XYZ:
```
18
Properties=species:S:1:pos:R:3:forces:R:3:lowdin_charge:R:1
C -2.528 1.015 -0.094 0.202 -0.231 0.211 -0.006
C -1.224 1.038 -0.337 1.721 -2.168 0.878 -0.127
N -0.185 -0.005 0.106 -3.405 3.222 -0.288 -0.233
C -0.677 -1.093 0.920 -0.223 0.222 -0.149 -0.095
C 0.748 -0.325 -0.896 3.570 -0.403 0.935 -0.179
C 2.245 -0.291 -0.143 -1.957 -0.551 -1.625 -0.229
O 2.544 1.007 0.268 0.003 0.397 0.129 -0.075
H -3.018 0.203 0.419 0.031 -0.143 0.111 0.041
H -3.164 1.836 -0.387 0.096 0.112 -0.120 0.046
H -0.778 1.864 -0.878 0.198 -0.152 0.034 0.099
H -1.189 -0.682 1.790 0.006 -0.068 0.015 0.088
H 0.158 -1.700 1.265 0.022 0.018 -0.022 0.079
H -1.379 -1.738 0.377 -0.021 -0.096 -0.027 0.089
H 0.816 0.437 -1.673 -0.193 -0.046 0.062 0.110
H 0.586 -1.311 -1.346 -0.025 0.000 -0.107 0.111
H 2.254 -0.996 0.697 -0.082 -0.005 -0.108 0.096
H 2.993 -0.592 -0.877 0.092 0.008 0.095 0.104
H 1.798 1.331 0.788 -0.034 -0.115 -0.024 0.082
```
Positions in Å, forces in eV/Å.